Density functional theory data (ωB97M-V with the def2-TZVPD basis set) for a molecular structure, C56H47BCl2MgNP3Si.

The geometry in XYZ format:
```
112
Properties=species:S:1:pos:R:3:forces:R:3:lowdin_charge:R:1
Mg 0.8306 -0.8368 0.4177 0.58 -0.37 0.22 0.3091
C -5.7455 -4.2208 1.3553 0.00 0.04 -0.01 -0.0872
C -4.3720 -4.3765 1.4514 0.02 0.04 0.00 -0.0828
C -3.5264 -3.3619 1.0128 0.02 0.00 0.04 -0.1098
C -4.0315 -2.1803 0.4759 -0.02 0.14 0.01 -0.3556
C -5.4183 -2.0597 0.3431 0.03 -0.02 -0.05 -0.1019
C -6.2662 -3.0622 0.7894 0.00 0.02 -0.01 -0.0771
P -2.8317 -0.8948 -0.1142 -0.14 -0.12 0.03 1.0928
C -3.7562 -0.3776 -1.6211 0.11 0.03 0.01 -0.3705
C -3.8702 -1.3221 -2.6474 0.02 0.02 0.02 -0.1143
C -4.5240 -1.0138 -3.8288 -0.03 0.01 0.03 -0.0791
C -5.0725 0.2528 -4.0090 0.03 -0.03 0.02 -0.0864
C -4.9660 1.1942 -2.9987 0.02 -0.01 0.05 -0.0829
C -4.3102 0.8821 -1.8106 -0.14 -0.03 0.04 -0.0920
C -3.0151 0.5453 1.0223 0.08 0.13 -0.05 -0.4005
C -4.1666 0.7293 1.7891 0.08 -0.03 0.01 -0.0894
C -4.3244 1.8411 2.6019 -0.01 0.01 0.03 -0.0806
C -3.3155 2.7878 2.6632 0.02 -0.03 -0.01 -0.0785
C -2.1544 2.6042 1.9248 0.05 -0.15 0.00 -0.1027
C -1.9588 1.4931 1.0894 -0.05 -0.01 -0.05 -0.2981
Si -0.2972 1.3460 0.0959 -0.60 0.56 -0.21 0.6104
C -0.8073 1.8588 -1.6768 -0.01 -0.12 -0.06 -0.3028
C -1.7994 2.8248 -1.8662 0.07 -0.10 -0.01 -0.1331
C -2.1762 3.2580 -3.1299 0.05 -0.03 0.01 -0.0874
C -1.5841 2.6916 -4.2448 -0.05 0.00 0.01 -0.0752
C -0.6026 1.7219 -4.0915 -0.03 -0.08 0.08 -0.0830
C -0.2000 1.2944 -2.8240 0.08 0.19 0.04 -0.3619
P 1.3702 0.3435 -2.6064 0.03 -0.16 0.02 1.0968
C 1.9778 0.0379 -4.3284 -0.08 -0.07 0.19 -0.3812
C 1.2747 -0.7227 -5.2672 0.04 -0.01 0.01 -0.1042
C 1.8376 -1.0211 -6.4970 0.01 0.02 0.02 -0.0772
C 3.1193 -0.5724 -6.8063 -0.08 -0.02 0.01 -0.0862
C 3.8258 0.1797 -5.8837 -0.02 0.04 0.02 -0.0838
C 3.2552 0.4816 -4.6499 0.03 0.11 -0.03 -0.1020
C 0.9632 -1.4347 -2.2252 -0.06 0.24 -0.39 -0.4476
C 2.0839 -2.2596 -2.0669 -0.10 -0.11 -0.01 -0.1336
C 1.9401 -3.6361 -1.9861 -0.05 -0.01 0.03 -0.0717
C 0.6732 -4.2063 -2.0615 0.01 0.03 0.02 -0.1035
C -0.4487 -3.3983 -2.2014 0.03 -0.03 0.06 -0.0969
C -0.3054 -2.0194 -2.2836 0.00 0.20 -0.10 -0.1302
C 0.7603 2.8202 0.7384 0.07 0.00 0.07 -0.2903
C 0.5487 4.1249 0.2665 -0.01 -0.09 0.01 -0.0933
C 1.2412 5.2111 0.7758 0.00 -0.02 0.00 -0.0754
C 2.1847 5.0284 1.7801 -0.01 0.02 -0.01 -0.0767
C 2.4442 3.7515 2.2420 -0.02 -0.07 -0.03 -0.0828
C 1.7476 2.6522 1.7291 -0.04 0.10 -0.07 -0.3804
P 2.1956 0.9622 2.2512 -0.15 0.26 0.24 1.0437
C 4.0091 1.0603 2.4400 0.06 -0.19 -0.18 -0.3635
C 4.7316 1.0232 1.2434 -0.04 -0.02 0.04 -0.1007
C 6.1158 0.9977 1.2515 -0.03 0.01 -0.01 -0.0730
C 6.8001 0.9952 2.4595 0.01 0.00 0.02 -0.0806
C 6.0946 1.0419 3.6511 -0.05 0.00 0.01 -0.0777
C 4.7047 1.0734 3.6445 0.00 0.14 -0.01 -0.0883
C 1.5622 0.8151 3.9572 0.09 -0.13 0.03 -0.3902
C 0.5910 1.6616 4.4783 -0.02 0.01 -0.01 -0.0844
C 0.0222 1.3993 5.7214 -0.01 0.01 -0.05 -0.0777
C 0.4270 0.2984 6.4581 0.03 -0.02 0.01 -0.0901
C 1.3981 -0.5572 5.9452 -0.01 0.01 -0.04 -0.0873
C 1.9500 -0.3089 4.6989 -0.02 0.05 -0.03 -0.1445
H -6.4107 -5.0022 1.7025 0.03 0.01 -0.02 0.1025
H -3.9557 -5.2920 1.8566 0.00 0.06 -0.01 0.1028
H -2.4556 -3.5005 1.0616 0.07 0.01 0.04 0.0397
H -5.8381 -1.1885 -0.1459 0.00 0.05 0.06 0.1080
H -7.3388 -2.9440 0.6850 0.05 -0.01 0.00 0.1045
H -3.4565 -2.3171 -2.5071 -0.01 0.03 -0.02 0.0971
H -4.6133 -1.7620 -4.6074 0.02 0.03 0.01 0.1027
H -5.5798 0.4994 -4.9339 0.01 -0.01 0.03 0.1014
H -5.3929 2.1817 -3.1309 0.01 -0.03 0.01 0.1054
H -4.2496 1.6193 -1.0185 0.03 -0.01 -0.05 0.1006
H -4.9551 -0.0084 1.7678 -0.05 -0.07 -0.07 0.0888
H -5.2317 1.9630 3.1825 0.04 -0.01 -0.02 0.1033
H -3.4264 3.6658 3.2896 0.02 -0.03 -0.01 0.1037
H -1.3685 3.3441 2.0139 0.01 0.03 -0.05 0.0878
H -2.2913 3.2532 -0.9979 0.02 -0.01 0.00 0.1011
H -2.9305 4.0284 -3.2401 0.00 -0.02 0.00 0.1065
H -1.8772 3.0042 -5.2398 0.02 0.00 0.01 0.1044
H -0.1383 1.3204 -4.9792 0.06 -0.03 -0.03 0.0856
H 0.2815 -1.0891 -5.0319 0.02 -0.03 0.03 0.1098
H 1.2803 -1.6121 -7.2140 0.02 0.02 0.02 0.1036
H 3.5612 -0.8162 -7.7649 -0.01 0.01 0.03 0.1023
H 4.8229 0.5310 -6.1194 -0.03 -0.01 0.03 0.1028
H 3.8113 1.0692 -3.9282 0.00 -0.03 0.00 0.0962
H 3.0743 -1.8194 -2.0284 -0.02 0.00 0.04 0.1128
H 2.8153 -4.2604 -1.8548 -0.02 0.02 -0.01 0.1171
H 0.5594 -5.2824 -2.0050 0.02 0.03 0.00 0.1078
H -1.4354 -3.8452 -2.2547 0.03 0.03 0.01 0.1033
H -1.1727 -1.3861 -2.4392 0.06 -0.03 0.01 0.0692
H -0.1694 4.2943 -0.5263 -0.02 0.00 0.01 0.0893
H 1.0491 6.2040 0.3857 0.01 -0.03 0.01 0.1035
H 2.7270 5.8752 2.1830 0.00 -0.02 0.00 0.1034
H 3.2073 3.5937 2.9968 -0.02 0.01 -0.02 0.1082
H 4.1958 1.0012 0.2990 0.02 -0.03 0.00 0.1044
H 6.6614 0.9560 0.3174 -0.02 -0.01 0.01 0.1063
H 7.8817 0.9438 2.4707 -0.02 0.02 0.00 0.1032
H 6.6242 1.0450 4.5955 -0.01 0.00 -0.01 0.1029
H 4.1704 1.1237 4.5841 -0.02 -0.05 0.01 0.0985
H 0.2650 2.5216 3.9050 0.01 0.00 0.03 0.0958
H -0.7428 2.0604 6.1106 0.03 0.00 -0.01 0.1041
H -0.0066 0.1068 7.4321 0.00 -0.01 -0.04 0.1014
H 1.7182 -1.4205 6.5172 0.00 0.03 -0.02 0.1050
H 2.6937 -0.9863 4.2871 0.00 0.01 0.05 0.1101
Cl -0.7132 -1.4024 2.8152 -0.02 -0.04 -0.02 0.6412
C 0.0080 -3.0221 2.8636 0.01 0.08 -0.08 -0.8855
Cl 0.2325 -3.6332 1.2121 -0.18 -0.13 0.02 0.6345
H -0.6640 -3.6826 3.3939 -0.05 -0.05 0.02 0.0380
H 0.9769 -2.9520 3.3417 0.08 0.01 0.00 0.0327
B 4.9619 -2.9797 1.3851 0.11 -0.06 0.03 -0.4217
C 3.6030 -2.2656 1.0669 0.14 -0.01 0.07 -0.2190
N 2.5942 -1.7493 0.8376 -0.15 -0.08 -0.12 0.0158
H 4.7318 -4.1736 1.3792 0.01 0.05 0.00 0.0013
H 5.3237 -2.5885 2.4778 -0.03 -0.01 -0.05 0.0046
H 5.7484 -2.6652 0.5129 -0.08 0.00 0.04 0.0066
```
Positions in Å, forces in eV/Å.

Summary:
- Calculated total energy: -127237.4732 eV
- Relative energy (zero: lowest compared OMol25 entry of this formula, charge and spin): 0.0 kJ/mol
- Multiplicity: 1
- HOMO level: -7.27 eV
- Charge: 0